38
Properties=species:S:1:pos:R:3 method="wB97M-V/def2-TZVPD" gap_ha=0.286 charge=0 e_homo_ev=-8.716 mol_weight_g_mol=323.387 energy_ha=-1777.2783
C 1.7381 -0.8389 -0.2771
C 2.3975 0.4213 -1.0987
C 1.9988 1.8609 -0.4168
C 1.3792 2.9262 -1.4975
N 0.1193 2.4714 -2.2005
N -0.6922 1.6810 -1.4026
C -1.3796 2.3178 -0.1848
C -2.7403 1.3791 -0.0063
C -2.8376 0.4857 -1.3872
C -1.8825 1.4332 -2.3525
H 2.5789 -1.5299 0.1543
H 1.0708 -0.4877 0.6408
H 1.1136 -1.4997 -1.0506
H 3.5807 0.2968 -1.0519
H 2.0532 0.4850 -2.2362
H 3.0053 2.3042 0.0472
H 1.2636 1.7408 0.4968
H 2.2095 3.0650 -2.3419
H 1.2834 3.9964 -0.9854
H -0.4415 3.3662 -2.3364
H -0.4112 0.6836 -1.2016
H -1.7945 3.4097 -0.2925
H -0.8649 2.1557 0.8643
H -3.7754 1.9653 0.0718
H -2.7482 0.5560 0.8257
H -3.8856 0.3344 -1.8930
H -2.3103 -0.5821 -1.3403
H -2.3678 2.3739 -2.8526
H -1.3902 0.7098 -3.1505
N -0.0925 -4.5426 2.4610
S 0.1923 -3.0231 2.7366
O 1.5741 -2.5672 2.6293
O -0.6264 -2.3505 3.7385
F -0.4214 -2.3911 1.3975
S 0.4806 -5.4538 3.6066
O 0.5392 -6.8729 3.2575
O 0.0517 -5.1939 4.9757
F 2.0322 -5.0856 3.6534